*one*
# C4H12N4O

A 2-piece molecular cluster, C4H12N4O overall (ωB97M-V/def2-TZVPD, the OMol25 dataset).

The geometry in XYZ format:
```
21
Properties=species:S:1:pos:R:3:mulliken_charge:R:1
C -0.366 1.298 -0.185 -0.934
H 3.307 -0.179 0.079 0.219
H 3.356 -0.129 1.759 0.291
H 1.203 -1.330 -0.671 0.258
N 1.020 -0.427 -1.111 -0.685
H -2.762 -2.171 -2.043 0.358
N 0.882 0.576 -0.128 0.204
N 1.441 1.205 2.095 -0.781
H 0.562 1.705 2.148 0.277
H 1.794 -0.210 -1.739 0.269
C -1.444 0.787 0.747 -0.012
H -1.174 -0.147 1.275 0.434
H -2.890 -0.791 -0.945 0.215
C 1.660 0.578 1.017 0.621
O -2.503 1.323 0.910 -0.508
N 2.779 -0.240 0.938 -0.482
H -1.294 -1.399 -1.422 0.159
H -2.323 -2.352 -0.342 0.252
H -0.197 2.364 0.014 0.439
C -2.313 -1.675 -1.187 -0.950
H -0.738 1.213 -1.210 0.356
```

Output
HOMO-LUMO gap	9.62	eV
SMILES	[H]/N=C(/N)N(N)CC=O.C

*two*
# C4H12N4O

A 2-piece molecular cluster, C4H12N4O overall (ωB97M-V/def2-TZVPD, the OMol25 dataset).

The geometry in XYZ format:
```
21
Properties=species:S:1:pos:R:3:mulliken_charge:R:1
N -0.227 1.563 0.403 -0.059
H -2.392 -2.100 -0.024 0.257
H 0.626 3.286 0.863 0.302
C -1.780 -2.294 0.845 -0.810
H 1.872 -0.638 -1.048 0.307
H 1.615 -2.380 -0.781 0.376
H -2.224 -2.862 1.642 0.264
C -0.297 2.118 -1.176 0.496
H 2.080 -1.320 0.575 0.369
O -0.003 3.286 -1.253 -0.641
H -0.029 0.366 0.217 0.388
C -0.530 -1.865 0.925 -0.033
H -1.165 1.675 0.787 0.279
N -0.486 1.061 -1.864 -0.587
H -0.578 1.253 -2.855 0.201
N 0.100 -1.063 -0.050 -0.270
N 0.665 2.325 1.221 -0.692
C 1.501 -1.381 -0.346 -1.035
H 1.609 1.996 1.033 0.249
H -0.440 -0.985 -0.911 0.339
H 0.084 -2.043 1.797 0.299
```

Output
HOMO-LUMO gap	9.62	eV
SMILES	[H]/N=C(\[O-])[NH2+]N.C=CNC

Taking the most stable structure as the zero point, the relative energies in kcal/mol are *one* 0.0; *two* 20.8.

*one*
# C5H10NO

An isolated ion of composition C5H10NO and charge +1 (ωB97M-V/def2-TZVPD, the OMol25 dataset).

The geometry in XYZ format:
```
17
Properties=species:S:1:pos:R:3:mulliken_charge:R:1
O 1.091 1.331 1.023 -0.640
H -1.331 2.336 -1.041 0.365
C 0.428 2.168 0.301 0.119
H 0.201 1.700 -1.767 0.328
H 0.875 -0.938 -1.278 0.353
H 0.069 -3.188 1.190 0.297
H -1.400 0.017 -1.726 0.256
C -0.860 0.165 -0.762 -0.324
C 0.319 -2.186 1.578 -0.153
C -0.453 1.608 -0.882 -0.652
H 0.513 3.253 0.289 0.371
H -0.441 -1.846 -0.904 0.525
C 0.049 -0.985 -0.657 -0.785
H -1.647 0.279 0.063 0.257
H 0.757 -2.068 2.607 0.289
N 0.779 -1.250 0.776 0.030
H 1.054 -0.397 1.191 0.364
```

Output
HOMO-LUMO gap	9.03	eV
SMILES	C=[NH+]CCCC=O
total charge	+1

*two*
# C5H10NO

An isolated ion of composition C5H10NO and charge +1 (ωB97M-V/def2-TZVPD, the OMol25 dataset).

The geometry in XYZ format:
```
17
Properties=species:S:1:pos:R:3:mulliken_charge:R:1
C -1.689 -0.059 0.607 -0.746
O -0.541 1.967 -0.048 -0.519
C 2.007 1.074 -0.121 -1.306
H 0.089 -1.841 -0.264 0.331
H 2.123 1.654 0.796 0.348
H 1.831 1.801 -0.917 0.382
C 0.831 0.160 -0.025 0.972
C 0.997 -1.305 -0.002 -1.306
H -1.267 -0.901 1.149 0.447
H -2.347 -1.298 -1.049 0.261
H 1.770 -1.588 -0.717 0.412
C -2.484 -0.375 -0.503 -0.096
N -0.297 0.781 0.081 0.517
H 1.347 -1.649 0.974 0.309
H -2.098 0.723 1.245 0.341
H 2.921 0.519 -0.308 0.363
H -3.194 0.337 -0.898 0.290
```

Output
HOMO-LUMO gap (alpha / beta)	6.33 / 6.33	eV
total charge	+1

Taking the most stable structure as the zero point, the relative energies in kcal/mol are *one* 0.0; *two* 70.2.

*one*
# C5H10NO

An isolated ion of composition C5H10NO and charge +1 (ωB97M-V/def2-TZVPD, the OMol25 dataset).

The geometry in XYZ format:
```
17
Properties=species:S:1:pos:R:3:mulliken_charge:R:1
H -1.302 -2.228 -0.258 0.344
H -2.309 -0.719 -0.214 0.473
N -1.386 -1.226 -0.590 -0.412
C -0.466 -0.229 0.076 0.473
H 0.499 -1.753 1.175 0.336
H -1.123 1.726 1.025 0.465
O -2.602 0.634 0.199 -0.536
C 0.607 -0.721 1.053 -1.056
H -1.544 -1.139 -1.701 0.392
H 1.402 1.700 -1.350 0.323
C 1.060 -0.116 -0.252 0.280
C -1.423 0.823 0.550 -0.058
C 1.822 1.208 -0.405 -1.380
H 2.900 1.122 -0.590 0.387
H 0.471 -0.287 2.002 0.307
H 1.545 -0.763 -1.102 0.296
H 1.849 1.967 0.379 0.365
```

Output
HOMO-LUMO gap	11.33	eV
SMILES	C[C@H]1C[C@@]1([NH3+])C=O
total charge	+1

*two*
# C5H10NO

An isolated ion of composition C5H10NO and charge +1 (ωB97M-V/def2-TZVPD, the OMol25 dataset).

The geometry in XYZ format:
```
17
Properties=species:S:1:pos:R:3:mulliken_charge:R:1
N -0.506 -0.151 -0.426 0.008
C 1.912 0.254 -0.113 -1.448
C -0.728 1.331 -0.449 -0.537
H 0.098 1.940 -0.623 0.503
H 2.293 0.303 -1.125 0.369
H 2.747 -0.188 0.304 0.409
O -2.843 -0.916 -0.241 -0.467
H -2.796 1.919 0.288 0.395
C -1.899 -0.214 0.354 0.068
H 1.686 1.254 0.225 0.485
H 1.063 -1.635 -0.185 0.327
H 0.650 -0.545 1.239 0.276
H -2.844 -1.907 0.014 0.394
H -1.604 -0.396 1.511 0.305
C -1.908 1.276 0.141 -0.318
C 0.749 -0.699 0.231 -0.157
H -0.636 -0.569 -1.382 0.388
```

Output
HOMO-LUMO gap	11.89	eV
SMILES	CC[N@@H+]1C=C[C@H]1O
total charge	+1

*three*
# C5H10NO

An isolated ion of composition C5H10NO and charge +1 (ωB97M-V/def2-TZVPD, the OMol25 dataset).

The geometry in XYZ format:
```
17
Properties=species:S:1:pos:R:3:mulliken_charge:R:1
C -0.614 1.428 0.282 0.087
H -1.107 -0.996 0.534 0.387
C 2.188 -0.869 0.089 -0.928
C -1.951 -0.414 0.123 -0.098
N 0.194 0.521 -0.134 -0.277
H 1.788 0.690 -1.293 0.319
H 3.048 -0.997 -0.532 0.359
H -0.363 2.478 0.802 0.370
H -0.170 -0.159 -0.739 0.538
H 2.074 1.392 0.464 0.292
O -2.929 -1.230 -0.309 -0.456
H 2.405 -0.931 1.189 0.288
C -1.925 0.937 0.005 -0.539
H -2.887 -2.115 0.256 0.407
C 1.683 0.531 -0.233 -0.420
H 1.381 -1.670 -0.197 0.245
H -2.815 1.406 -0.307 0.425
```

Output
HOMO-LUMO gap	9.44	eV
SMILES	CC/[NH+]=C/C=C/O
total charge	+1

Taking the most stable structure as the zero point, the relative energies in kcal/mol are *one* 0.0; *two* 6.8; *three* 2.1.

*one*
# C11H44N22O11

A 11-piece molecular cluster, C11H44N22O11 overall (ωB97M-V/def2-TZVPD, the OMol25 dataset).

The geometry in XYZ format:
```
88
Properties=species:S:1:pos:R:3:mulliken_charge:R:1
H -4.655 1.538 -3.072 0.147
H 3.138 6.182 4.313 0.230
H 2.153 -0.837 0.266 0.120
N 1.711 -6.262 -2.480 -0.391
H 6.689 0.359 5.263 0.194
C -5.328 2.700 1.848 0.696
H -4.192 -2.964 -1.388 0.110
H -4.189 0.000 -2.320 0.134
N -3.290 -3.270 -1.051 -0.342
C 5.163 0.265 4.095 0.611
N -2.097 1.784 6.756 -0.433
C 6.851 -2.308 0.084 0.624
O -1.889 -4.914 -0.860 -0.652
H 0.765 1.488 1.885 0.146
H -6.745 3.755 2.482 0.228
H 7.628 -0.576 0.424 0.222
O -5.809 -1.314 -3.445 -0.674
O -0.726 0.251 0.084 -0.698
N 2.963 5.724 5.195 -0.445
H -1.046 -2.993 -4.901 0.149
H -2.812 2.400 6.396 0.196
N -1.386 3.426 -2.614 -0.281
H -4.427 -4.592 -2.601 0.178
H 7.045 -0.473 3.779 0.222
O 1.616 -4.131 -3.232 -0.665
H 8.516 -2.088 1.003 0.243
N 1.963 4.172 6.125 -0.414
N 5.907 -1.549 -0.434 -0.451
N -1.178 4.421 -4.446 -0.421
N -3.524 -4.986 -2.380 -0.385
C -0.606 3.546 -3.617 0.596
H 5.053 -1.893 -0.848 0.224
C 2.097 -5.307 -3.270 0.653
H -6.607 1.649 -3.193 0.156
N -1.276 -2.923 -5.882 -0.344
H 5.820 -0.700 0.107 0.223
N -6.129 3.684 1.685 -0.413
O 0.246 2.830 -3.913 -0.565
H 2.130 -7.181 -2.462 0.158
H 1.168 3.549 6.151 0.193
H 0.894 -1.333 -6.957 0.212
N -1.921 1.278 4.739 -0.325
H 0.564 -1.908 -5.264 0.181
H 3.715 1.131 5.293 0.167
H -1.505 0.741 3.991 0.177
H -2.867 1.518 4.480 0.182
H 1.046 -1.346 -0.894 0.170
H 3.032 -6.727 -4.388 0.174
H 3.412 5.864 6.089 0.155
O 6.880 -3.520 -0.033 -0.652
N 2.947 -5.746 -4.163 -0.414
H 2.166 0.700 1.375 0.079
H -1.827 5.069 -4.023 0.154
H -4.694 3.239 -0.016 0.129
O -5.266 2.054 2.855 -0.657
N 1.315 -0.615 -0.251 -0.333
C -1.386 1.135 5.887 0.660
N -4.764 0.541 -2.950 -0.299
O -0.246 0.687 6.016 -0.688
H 2.471 4.500 6.935 0.135
N 6.365 -0.146 4.451 -0.354
O -1.154 -1.954 -7.806 -0.737
H -0.631 4.707 -5.245 0.231
N 1.174 0.828 1.238 -0.251
H -1.667 1.909 7.662 0.238
H -3.832 1.957 0.770 0.133
N 0.318 -1.727 -6.227 -0.349
N 7.722 -1.544 0.696 -0.420
O 1.757 4.459 3.866 -0.639
H -2.169 -3.247 -6.225 0.201
C -2.810 -4.444 -1.461 0.704
H -1.186 2.807 -1.841 0.168
H -6.116 4.345 0.922 0.161
N -4.603 2.610 0.770 -0.278
N 4.660 0.779 5.248 -0.406
H -2.811 -2.636 -0.428 0.171
C -5.799 -0.101 -3.388 0.658
H 0.856 -6.087 -1.973 0.256
C -0.709 -2.215 -6.720 0.682
O 4.481 0.105 3.133 -0.593
H -2.168 4.065 -2.621 0.106
H -3.328 -5.945 -2.632 0.230
N -6.739 0.688 -3.476 -0.373
C 2.257 4.676 4.929 0.776
C 0.501 0.205 0.342 0.786
H 3.363 -5.107 -4.825 0.225
H -7.649 0.251 -3.440 0.251
H 5.241 1.041 6.031 0.136
```

Output
HOMO-LUMO gap	8.54	eV
SMILES	NC(N)=O.NC(N)=O.NC(N)=O.NC(N)=O.NC(N)=O.NC(N)=O.NC(N)=O.NC(N)=O.NC(N)=O.NC(N)=O.NC(N)=O

*two*
# C11H44N22O11

A 11-piece molecular cluster, C11H44N22O11 overall (ωB97M-V/def2-TZVPD, the OMol25 dataset).

The geometry in XYZ format:
```
88
Properties=species:S:1:pos:R:3:mulliken_charge:R:1
C -5.105 1.683 -2.570 0.526
H 1.200 -2.798 -1.918 0.175
O 2.419 0.762 -3.473 -0.692
N -3.268 2.860 1.722 -0.308
H 1.560 0.255 1.594 0.053
N 0.902 0.791 1.044 0.221
O -5.178 -1.048 1.384 -0.722
O 1.169 4.422 -0.194 -0.592
H -3.361 1.880 1.526 0.187
N -1.678 3.032 0.097 -0.196
H -0.194 -0.016 -3.953 0.160
H -0.209 -4.173 -0.360 0.029
H -2.453 -2.607 -4.747 0.242
N -3.987 1.865 -1.802 -0.169
O -1.075 0.471 -0.028 -0.603
H 0.663 4.378 2.371 0.169
N -5.749 2.833 -2.896 -0.383
H -4.040 -2.112 -1.268 0.263
O 1.906 -0.758 3.460 -0.727
O -2.083 4.820 1.486 -0.701
C -2.358 3.677 1.114 0.559
H -0.794 0.066 -2.298 0.044
H 4.923 3.121 0.859 0.234
C -1.764 -1.294 -3.371 0.451
H 2.941 0.851 3.450 0.302
C 4.028 1.757 2.062 0.578
N 2.927 5.715 0.547 -0.410
O 1.799 -3.156 0.556 -0.506
C 2.936 1.605 -2.731 0.618
H 3.425 2.168 -0.856 0.008
H -0.954 -7.079 -1.863 0.215
N -0.163 -1.202 1.215 0.266
H -2.810 -1.199 1.586 0.169
H -3.525 1.010 -1.541 0.033
O 4.301 0.766 1.396 -0.597
N 3.303 -4.671 -0.359 -0.459
H 2.055 5.235 2.739 0.178
H 3.671 3.503 -2.527 0.125
C -1.622 -5.560 -0.698 0.526
H 0.896 1.786 0.896 -0.096
H 3.650 -4.939 -1.254 0.126
C -0.167 0.037 0.693 0.561
H -5.773 -2.005 -1.047 0.245
C 2.043 -1.813 4.084 0.570
C -4.451 -1.582 0.545 0.463
C 1.796 4.991 0.691 0.507
H 2.330 -4.060 -2.380 0.143
N -0.785 -0.360 -3.214 -0.224
N 4.347 3.027 1.674 -0.323
N -1.732 -1.929 -4.578 -0.464
O -5.587 0.563 -2.729 -0.627
H 2.190 -0.919 5.942 0.221
H -1.526 2.052 0.376 -0.108
N 2.979 1.441 -1.380 -0.025
H 2.375 0.764 -0.952 0.048
H 0.286 -6.045 -1.187 0.141
N -0.672 -6.221 -1.427 -0.370
N 3.458 2.770 -3.175 -0.373
N 2.100 -3.045 3.555 -0.310
H 0.631 -1.744 1.504 0.040
H -1.609 -4.066 0.717 0.124
N -3.073 -1.619 0.712 -0.230
H -0.889 -1.908 -5.117 0.166
H -6.607 2.750 -3.409 0.231
O -2.799 -5.890 -0.693 -0.652
H 3.225 2.522 3.870 0.167
H -1.014 -1.734 1.123 0.188
H -0.914 3.621 -0.214 0.230
C 2.279 -3.749 -0.403 0.545
N 1.830 -3.547 -1.687 -0.344
N 3.421 1.728 3.298 -0.296
O -2.508 -1.632 -2.448 -0.554
H -5.300 3.721 -2.782 0.163
H 3.721 -5.006 0.486 0.200
H 2.097 -3.122 2.547 0.258
H 3.494 6.140 1.250 0.175
N -1.153 -4.407 -0.109 -0.094
H 3.424 3.008 -4.148 0.220
N 2.008 -1.779 5.468 -0.454
N -4.849 -2.039 -0.666 -0.278
H -2.506 -1.539 -0.124 -0.028
H -3.632 3.226 2.587 0.209
H 1.719 -2.617 5.937 0.169
H 3.145 5.797 -0.435 0.219
H 2.377 -3.850 4.084 0.215
N 1.469 4.863 2.015 -0.262
H 4.102 3.744 2.324 0.114
H -3.605 2.763 -1.574 0.190
```

Output
HOMO-LUMO gap	8.33	eV
SMILES	NC(N)=O.NC(N)=O.NC(N)=O.NC(N)=O.NC(N)=O.NC(N)=O.NC(N)=O.NC(N)=O.NC(N)=O.NC(N)=O.NC(N)=O

Taking the most stable structure as the zero point, the relative energies in kcal/mol are *one* 209.3; *two* 0.0.